Density functional theory data (ωB97M-V/def2-TZVPD) for a structure of composition C19H33F3NPtSSi4Te at a distorted geometry.

ORCA input file:
```
! wB97M-V def2-TZVPD RIJCOSX def2/J DEFGRID3
* xyz 1 1
H -2.2600 -4.0841 0.5087
C -0.7358 2.1527 1.0547
H -3.7332 1.1479 -0.0493
H -0.8112 -0.5050 -4.0016
F 4.0480 -0.6507 -2.4982
H 0.2538 1.7823 1.3305
H -1.4242 1.9067 1.8667
C -3.1484 1.7074 -0.7829
H -1.5548 -4.2679 2.1145
Te 1.2887 -1.5325 -1.3711
Pt 2.8867 -0.4173 0.2394
H -0.5653 -1.8347 3.6745
C 3.3836 3.8036 -0.7630
H 0.6637 2.0421 -1.9455
C -1.4649 -3.7270 1.1676
N 3.0069 1.6950 0.2496
Si -1.0220 -0.8714 -0.6218
H -0.5038 -3.9960 0.7218
F 5.1960 0.2860 -0.9248
C -3.3400 -1.3330 1.7458
C 3.1628 3.6326 1.6190
H -4.5752 -2.1670 -2.8980
Si -1.5913 -1.8875 1.4263
Si -1.3146 1.4497 -0.5705
H -0.5515 -0.2308 2.9327
C 3.0063 2.2673 1.4757
H -3.7763 -1.9017 2.5734
C 2.8765 1.2868 2.5427
H -0.6831 3.2442 0.9819
C -1.8724 -0.7554 -3.9133
C 4.3051 -0.6894 -1.1781
H 3.2153 1.9110 -1.7868
H -4.3750 -0.8936 -1.6908
C 2.8767 -0.8601 3.4133
H -3.9757 -1.4839 0.8725
H -2.1692 -1.2523 -4.8414
H -3.4702 1.3987 -1.7808
H -0.7772 1.8753 -2.9504
H -2.4346 0.1798 -3.8435
H 2.8991 -1.9406 3.4176
H 3.1598 4.0778 2.6049
C 2.8224 -0.1068 4.5452
F 4.8969 -1.8487 -0.8993
H -0.5477 3.3277 -1.9675
H -4.2283 -2.5961 -1.2236
S 2.8040 1.5769 4.2120
C 2.8783 -0.0545 2.2364
C -0.4210 -1.2963 2.7324
C -4.0072 -1.8708 -2.0103
H 2.7884 -0.4460 5.5696
H -3.3992 2.7667 -0.6677
H -3.3757 -0.2759 2.0207
H -2.0985 -3.9972 -3.6024
H -0.5027 -3.5858 -2.9773
C -0.4072 2.2425 -1.9905
H 3.5469 4.3734 -1.6665
Si -2.1938 -1.8439 -2.4294
H 0.6060 -1.4590 2.4113
C 3.3521 4.4072 0.4835
C 3.2096 2.4351 -0.8407
H 3.4848 5.4773 0.5749
H -1.7365 -4.2224 -1.8873
C -1.5708 -3.5684 -2.7460
*
```

The calculation puts the HOMO-LUMO gap (alpha / beta) at 5.69 / 6.11 eV. The energy relative to the best compared isomer or geometry (same formula, charge and spin) is 0.356 eV. Its lowest unoccupied orbital energy (alpha / beta) is -5.511 / -5.166 eV.

---

Density functional theory data (ωB97M-V/def2-TZVPD) for a cluster of 7 separate species, C19H33N3O14 in total at a distorted geometry.

ORCA input file:
```
! wB97M-V def2-TZVPD RIJCOSX def2/J DEFGRID3
* xyz 0 1
C 4.5559 -0.0375 -2.4050
H 1.6182 -0.9613 4.9831
O 0.1795 0.5826 -4.9005
H 4.0227 0.2081 -1.4865
O -1.6747 1.0352 3.9589
O -1.0934 0.3659 -1.1636
O 0.4715 -3.8057 -3.5512
C 1.1819 -0.0259 -0.9834
O 0.8376 4.4851 1.1145
O 0.6580 -3.8379 -1.2729
O 3.9364 0.0996 1.2572
H -2.0188 -4.5641 -0.4708
H -2.1167 2.0347 -5.1396
O 3.3118 -2.0172 -2.6292
C -4.4729 -0.6785 3.0245
N 4.3549 -1.4283 -2.9461
H 0.5007 0.8376 3.3699
C 1.7903 -0.8015 3.9187
H -2.2157 -1.9521 4.0573
H -2.3075 -2.8350 -0.2839
N -0.3489 4.2506 0.8660
C -1.5740 2.2136 -4.2113
H -3.3752 -1.0803 1.3841
C -1.6341 -3.5744 -0.7173
H 3.9389 -0.8663 4.0729
H 3.3620 -2.0543 2.9009
H -5.2152 -0.4150 2.2711
O -0.2893 -0.0736 0.8049
H -2.0306 4.0088 -3.2317
C 1.5508 0.6594 3.6017
H -1.8839 -2.3837 -2.5094
H 1.7477 0.8913 -0.8198
H 1.0241 -1.5253 3.6407
O -3.7385 0.4800 3.5035
O 5.2320 -1.8735 -3.7131
O -1.0084 4.9397 0.0865
H -0.0503 -4.0563 0.6711
H -1.5146 2.5621 0.8096
C -2.2280 -1.3188 3.1703
H -1.7774 3.7295 2.1668
H 1.0757 -0.3536 -2.0175
C -0.1720 -3.4699 -0.2396
H -2.1016 1.8355 -3.3357
C -3.4398 -1.5537 2.3638
H -1.2360 -1.1460 2.7530
O 2.2373 0.9397 2.4412
C -1.2613 3.6031 -3.8887
H 1.7216 -0.7086 -0.3271
H -1.0964 4.1860 -4.7949
H -3.7840 -2.5852 2.2880
C -1.0445 3.2026 1.5559
H -0.3822 2.5662 2.1428
H 0.6314 4.4552 -3.2635
H -0.0045 -2.4135 -0.0295
H 1.8713 1.3964 4.3380
C 3.1783 -0.0236 2.2365
H -2.0286 -4.1089 -2.6749
H -0.2139 3.3957 -2.0542
H 4.0697 0.6400 -3.1069
C -0.0149 -3.6142 -2.4225
O 0.7621 2.4275 -3.7006
C -1.4740 -3.3288 -2.1534
C 0.0852 3.5273 -3.0941
C -2.4871 0.1364 3.6554
C 3.1589 -1.0783 3.3417
H -5.0474 -1.1291 3.8339
H 5.6118 0.2213 -2.3272
C -0.1553 1.6469 -4.3069
N -0.1668 0.1167 -0.4121
*
```

The calculation puts the HOMO-LUMO gap at 9.50 eV. Its lowest unoccupied orbital energy is -0.554 eV.

---

Density functional theory data (ωB97M-V/def2-TZVPD) for a cluster of 2 separate species, C19H33N7O4 in total at a distorted geometry.

ORCA input file:
```
! wB97M-V def2-TZVPD RIJCOSX def2/J DEFGRID3
* xyz 0 1
N 3.9565 -1.6968 -6.5957
H 1.2568 -0.1434 0.2312
H -2.0686 -2.9158 2.8677
H -2.4370 -2.5029 1.1711
O 2.6729 1.8106 -0.5350
N 2.5693 0.0614 -7.4021
N 2.9487 -0.6508 -4.7174
H -1.3551 -0.3208 1.4241
H 4.6392 -1.7013 -8.9241
H -3.0597 -0.7853 3.9165
H -2.7777 1.7945 2.3890
H 4.5530 -2.4451 -6.8944
H 0.8533 -4.0740 -1.7943
C 3.5060 -0.8738 -7.5607
C -1.4405 0.5926 6.0713
H -1.7000 -0.3961 5.7033
C -0.0072 -3.4637 -1.5018
H 2.9852 3.3362 -1.9286
C -2.8590 -0.2407 2.9935
H -0.7690 0.4874 6.9220
H 3.4624 1.3255 -3.1453
H -0.6395 -4.0586 -0.8362
H 3.5982 3.6487 -0.2937
H -0.5884 -3.2106 -2.3939
H -3.8762 0.0275 1.0877
H -4.9589 0.0739 2.4941
C -4.4378 3.8980 5.5161
H -2.3345 1.1221 6.3902
H -2.7826 3.6497 4.1965
H 2.2636 0.4125 -8.3032
C 1.2391 -1.4006 -1.4968
C 2.5177 -0.5688 -3.3977
O 0.4223 -2.2785 -0.8244
N 3.9317 -2.7565 -4.6400
N -3.5837 3.1714 4.5784
H 1.4611 -2.4210 -3.4066
H 4.4157 -3.4916 -5.1368
O -4.6473 1.2076 4.7415
C 2.4014 0.7346 -1.3465
H 1.8518 -0.1982 -6.7330
N 3.9296 -0.9998 -8.7491
C 3.4696 2.8786 -1.0602
H -4.0429 4.9006 5.6872
H -5.4508 3.9696 5.1149
C -2.6678 1.2669 3.3359
C -1.6025 -0.8689 2.3347
N -1.3023 1.5951 3.8000
C 1.7113 -1.5505 -2.8134
H -4.4767 3.3610 6.4668
C 2.8452 0.5743 -2.6702
H -4.3200 -1.4646 1.9461
C 3.5862 -1.7123 -5.2930
H -0.7608 -2.7411 1.6812
H 3.1777 0.2203 -5.1810
C -3.7469 1.8821 4.2535
C -1.7335 -2.3590 1.9916
H 4.4614 2.5159 -1.3492
C -0.7277 1.3714 4.9844
O 0.3978 1.7940 5.1918
H -0.6959 2.0617 3.1431
C 1.6055 -0.2606 -0.7882
C -4.0805 -0.4087 2.0662
H -0.7594 -0.7853 3.0208
*
```

The calculation puts the HOMO-LUMO gap at 8.85 eV. Its lowest unoccupied orbital energy is 0.499 eV.

---

Density functional theory data (ωB97M-V/def2-TZVPD) for a structure of composition C19H34B3BeNO11 at a distorted geometry.

ORCA input file:
```
! wB97M-V def2-TZVPD RIJCOSX def2/J DEFGRID3
* xyz 2 1
C 5.7054 -0.7048 0.1318
H 0.4084 -3.8601 -2.2123
H -1.2594 3.0001 1.6611
O -4.1555 -1.9465 2.0606
O 2.9410 -2.0838 6.1710
O 0.4010 1.0311 -1.3531
C -1.4644 -1.9068 0.7023
H 0.6701 -2.5352 1.0534
H -6.2932 1.7845 -6.5110
N -5.5234 0.7608 -4.1315
H 6.6766 -0.8660 -0.4728
C -5.4415 2.2910 -6.0693
C -4.9104 1.8827 -4.8470
C -4.8690 3.3776 -6.7378
H -1.1210 -1.0051 1.3415
C -3.7767 4.0388 -6.1861
C 0.6358 -4.3232 -1.1891
O 4.4842 0.7109 2.9696
H -3.3384 4.8856 -6.7053
H -2.7641 -2.4506 -1.0382
H 2.2640 1.8026 6.6613
O 1.6793 -4.9539 -0.9775
H 2.9962 0.2026 6.4981
H 0.2889 -2.1308 -0.7043
O -5.0515 0.4488 -3.0435
H 4.0109 1.1032 -1.2147
B -0.9984 0.7731 -1.0050
B -0.7546 2.3285 0.8147
H 0.9930 1.4949 4.6011
H 2.7899 -0.1285 -2.0130
C 3.4346 0.1208 -1.0819
C -3.2443 3.6200 -4.9701
O -0.3656 -4.0491 -0.1410
H 3.6586 2.6780 4.8640
H 2.7584 -3.0092 5.9645
C 2.6548 1.0807 5.9424
H -2.6976 -0.0761 -2.2010
O 2.4114 0.2492 3.7690
C 4.4096 -1.1390 -0.7585
C -1.8095 -0.5071 -1.5901
Be -2.4928 -4.4614 0.7116
H 1.0171 -0.1609 5.2499
H -3.9153 -1.6933 2.9631
C 3.6481 0.8170 3.8322
H 5.8024 -1.3730 1.0667
O -6.4720 0.2028 -4.6574
H -3.3891 2.2226 -3.3446
H 5.5835 0.4106 0.4097
H 3.8293 -1.9113 -0.1155
C -0.1373 -2.6652 0.2313
H -5.2794 3.7072 -7.6867
C 1.6403 0.6665 4.9044
H -1.1533 -1.0630 -2.3559
H -2.0974 -2.5720 1.4366
C 3.7900 1.6185 5.0969
C 2.3886 0.1841 0.1766
C -2.4561 -1.4704 -0.4816
C -3.8119 2.5362 -4.2930
H 4.7585 1.4442 5.5656
H 4.7045 -1.7033 -1.7167
B 1.1226 1.1624 -0.1022
O 0.6775 2.1614 0.8493
H -3.3958 -1.0210 -0.0112
H 2.9997 -1.6586 5.3054
H -4.6438 -2.7730 2.1742
H 1.9751 -0.8857 0.2712
O -1.6577 1.7283 -0.1477
H 2.9221 0.4231 1.1609
H -2.3905 4.1375 -4.5456
*
```

The calculation puts the HOMO-LUMO gap at 1.47 eV. Its lowest unoccupied orbital energy is -12.560 eV.